Arrangement w

Computed, not measured: a structure of composition H13O6, with ωB97M-V/def2-TZVPD.

```
19
Properties=species:S:1:pos:R:3
H -1.72 -2.93 1.18
H 0.45 -1.35 -1.07
H 2.02 0.54 -0.01
O -1.46 0.31 1.18
H -1.58 1.17 1.64
O 2.06 1.49 -2.99
H -1.50 3.11 3.26
H 0.04 -2.59 -1.96
O 1.67 -0.20 -0.53
H 1.70 1.21 -3.84
H -1.02 -2.10 -0.33
H -0.54 0.43 0.89
H 2.10 -0.04 -1.38
O -0.95 2.37 2.98
H -1.61 -1.30 1.06
H 2.82 2.01 -3.28
O -1.76 -2.16 0.61
H -0.50 2.10 3.79
O -0.22 -2.06 -1.20
```

Output
charge	+1
E_LUMO	-0.1089	hartree
frontier orbital gap	0.4466	Ha
HOMO	-0.555	hartree
molecular weight	109.098	g mol⁻¹

These are the Löwdin partial charges, in e, on atoms 1 to 6:
1. H 0.137
2. H 0.065
3. H 0.079
4. O -0.040
5. H 0.049
6. O -0.049



Arrangement x

Computed, not measured: a cluster of 6 separate species, H13O6 in total, with ωB97M-V/def2-TZVPD.

```
19
Properties=species:S:1:pos:R:3
O -1.04 -2.31 -2.16
H -1.83 -2.08 -2.67
H -2.77 2.68 1.73
O -2.57 2.05 1.04
O 1.52 -1.24 -1.96
H -3.41 1.62 0.84
H 0.80 1.20 0.07
H 1.31 -0.67 3.00
H -0.80 2.44 0.75
H 1.46 -0.01 0.84
H 0.99 -2.16 2.84
H 0.51 3.28 0.68
O 1.32 -1.40 2.35
H 0.80 -1.78 -2.35
H 1.54 -0.41 -0.81
H 1.73 -0.62 -2.68
O 0.16 2.38 0.60
H -1.06 -3.27 -2.04
O 1.33 0.31 -0.07
```

Output
charge	+1
E_LUMO	-0.0999	hartree
frontier orbital gap	0.4612	Ha
HOMO	-0.561	hartree
molecular weight	109.098	g mol⁻¹

These are the Löwdin partial charges, in e, on atoms 1 to 6:
1. O -0.036
2. H 0.062
3. H 0.061
4. O -0.034
5. O 0.013
6. H 0.071



Ranked by calculated energy, most stable first: arrangement x, arrangement w.



Arrangement w

Computed, not measured: an isolated molecule of C3H8N4O, with ωB97M-V/def2-TZVPD.

```
16
Properties=species:S:1:pos:R:3
C -2.36 -0.08 -0.11
C 2.39 -0.66 0.25
H -4.19 0.04 0.08
N 1.10 -1.13 -0.26
H -0.84 2.25 -0.17
H 2.50 0.55 -0.21
H 3.20 -1.38 0.02
N 0.39 0.98 -0.39
H 1.40 1.35 -0.45
N -3.54 -0.75 0.14
H 0.82 -2.11 0.08
O -0.13 1.79 0.41
C 0.02 -0.30 -0.17
H -2.03 0.77 -0.77
N -1.18 -0.76 0.25
H 2.47 -0.54 1.31
```

Output
charge	0
E_LUMO	0.0152	hartree
frontier orbital gap	0.3246	Ha
HOMO	-0.309	hartree
structure (SMILES)	[H]/N=C/N=C(/NC)NO
molecular weight	116.124	g mol⁻¹

These are the Löwdin partial charges, in e, on atoms 1 to 6:
1. C -0.298
2. C -0.083
3. H 0.003
4. N -0.008
5. H 0.154
6. H 0.137



Arrangement x

Computed, not measured: a cluster of 2 separate species, C3H8N4O in total, with ωB97M-V/def2-TZVPD.

```
16
Properties=species:S:1:pos:R:3
H -3.26 0.46 -0.87
C -2.59 -0.15 -0.25
H -2.50 -1.13 -0.71
H -3.04 -0.26 0.73
N 2.70 -1.72 0.49
N 0.85 1.09 -0.30
O 2.03 1.17 -0.65
H 3.24 -1.69 1.34
N 0.34 1.78 0.69
H 2.74 -0.79 0.07
H 3.17 -2.35 -0.14
N -0.93 1.40 0.78
H -1.52 1.81 1.49
C -0.10 0.29 -0.86
H 0.13 -0.37 -1.68
C -1.25 0.47 -0.15
```

Output
charge	0
E_LUMO	0.0230	hartree
frontier orbital gap	0.3394	Ha
HOMO	-0.316	hartree
structure (SMILES)	Cc1c[n+]([O-])n[nH]1.N
molecular weight	116.124	g mol⁻¹

These are the Löwdin partial charges, in e, on atoms 1 to 6:
1. H 0.086
2. C -0.018
3. H 0.087
4. H 0.082
5. N 0.011
6. N -0.333



Ranked by calculated energy, most stable first: arrangement x, arrangement w.



Arrangement w

Computed, not measured: an isolated molecule of C19H25N3O2S, with ωB97M-V/def2-TZVPD.

```
50
Properties=species:S:1:pos:R:3
N 3.17 -3.27 -0.60
C -5.76 -2.13 0.81
C -2.87 -0.61 0.13
C -1.73 0.08 0.52
O -5.10 -0.50 -0.88
H -6.00 -3.18 0.94
N 1.31 0.73 0.39
H 3.91 -1.43 -1.01
H -6.19 -2.10 -1.30
H 0.56 1.94 -2.60
H 4.69 0.36 0.65
N -0.51 2.19 0.72
C 1.39 1.70 -1.91
H -4.50 -2.48 -0.92
C 2.38 -4.01 0.16
S 1.44 2.45 2.42
C 0.98 0.52 -1.00
C 3.24 -1.98 -0.36
H -2.90 -1.67 0.30
C -2.71 2.13 -0.24
H -0.09 0.33 -1.11
H -0.72 3.08 1.14
H -0.93 -0.46 0.99
H 1.65 1.10 -4.47
H -4.96 -1.86 1.50
H 1.59 2.58 -1.30
O 2.56 1.47 -2.65
C 3.79 0.86 0.32
C 2.56 0.15 0.89
H 1.12 -1.68 2.24
H 0.99 -4.13 1.80
H 2.07 -0.36 -3.53
H 3.36 0.62 -4.28
C 2.52 -1.34 0.65
H -6.64 -1.53 1.07
H 3.77 0.89 -0.77
H 3.81 1.88 0.69
H 2.55 0.32 1.97
C -5.36 -1.86 -0.63
H 2.35 -5.07 -0.08
C 2.39 0.66 -3.79
C -3.94 0.07 -0.44
H -4.68 1.97 -1.05
C -1.63 1.45 0.33
C -3.84 1.45 -0.62
H -2.65 3.20 -0.37
C 0.72 1.72 1.11
C 1.69 -2.13 1.44
C 1.62 -3.49 1.20
H 1.52 -0.37 -1.33
```

Output
charge	0
E_LUMO	0.0208	hartree
frontier orbital gap	0.3099	Ha
HOMO	-0.289	hartree
structure (SMILES)	CCOc1ccc(NC(=S)N(CCOC)[C@H](C)c2cccnc2)cc1
molecular weight	359.495	g mol⁻¹

These are the Löwdin partial charges, in e, on atoms 1 to 6:
1. N 0.066
2. C -0.064
3. C -0.010
4. C -0.029
5. O -0.054
6. H 0.077



Arrangement x

Computed, not measured: an isolated molecule of C19H25N3O2S, with ωB97M-V/def2-TZVPD.

```
50
Properties=species:S:1:pos:R:3
N -2.49 1.37 -0.30
H -1.20 -2.68 2.15
H -1.51 -0.96 1.92
C -1.54 -1.93 1.44
H -5.15 -0.29 0.97
H -2.93 -3.22 0.44
H 3.53 0.95 1.53
H 5.70 -3.25 -1.26
N 3.85 2.41 -0.58
H -3.62 -2.40 1.85
C -2.96 -2.27 0.97
H -2.84 -1.53 -2.55
C 2.47 2.37 -0.40
H -2.82 -3.13 -1.80
C -3.89 1.17 -0.02
C 5.40 -1.30 -0.31
S 3.67 -3.15 0.07
C -0.31 2.34 -0.05
C 0.39 3.55 -0.10
H 2.30 0.24 -0.50
H 6.26 -0.75 -0.65
C 3.42 -1.62 0.83
C -3.47 -2.33 -2.14
H -0.10 0.20 -0.14
C 5.13 -2.58 -0.64
C -4.08 -0.13 0.78
C 4.41 -0.73 0.54
H -0.16 4.47 0.01
H 2.29 4.50 -0.33
C -1.78 2.40 0.19
H -4.45 1.13 -0.96
H 2.56 -1.47 1.45
H -3.58 -0.01 1.74
C 4.48 0.67 1.06
C -4.31 -1.79 -0.99
H -4.11 -2.71 -2.92
O -2.30 3.35 0.76
C 1.76 3.56 -0.28
H -4.98 -2.58 -0.61
H -4.94 -0.98 -1.37
H 5.28 0.73 1.80
H -0.86 -1.93 0.59
H 4.20 3.17 -1.15
H -2.03 0.56 -0.69
O 5.99 1.82 -0.39
H -4.24 2.03 0.56
C 4.85 1.66 -0.03
C 1.77 1.16 -0.37
N -3.47 -1.25 0.07
C 0.40 1.15 -0.19
```

Output
charge	0
E_LUMO	0.0195	hartree
frontier orbital gap	0.3431	Ha
HOMO	-0.324	hartree
structure (SMILES)	CCN(CC)CCNC(=O)c1ccc(NC(=O)Cc2ccsc2)cc1
molecular weight	359.495	g mol⁻¹

These are the Löwdin partial charges, in e, on atoms 1 to 6:
1. N 0.075
2. H 0.071
3. H 0.066
4. C -0.083
5. H 0.126
6. H 0.108



Ranked by calculated energy, most stable first: arrangement x, arrangement w.



Arrangement w

Computed, not measured: a cluster of 2 separate species, C10H16 in total, with ωB97M-V/def2-TZVPD.

```
26
Properties=species:S:1:pos:R:3
H 2.59 3.07 -2.12
H 0.64 1.11 -1.45
C -2.43 -2.83 1.44
C -2.96 -1.44 -0.50
H -3.75 -0.87 -1.02
C 0.61 1.98 -0.82
H 0.35 2.82 -1.41
H -4.42 -2.51 0.67
H 2.03 2.76 0.65
H 1.33 -1.90 0.56
C -3.38 -2.33 0.50
H 3.62 3.52 -0.94
C 0.67 -1.00 0.76
H 0.92 -0.62 1.88
C 2.08 2.13 -0.26
H -0.44 -3.06 2.07
H 3.64 1.95 -1.69
H -2.88 -3.45 2.28
H -1.28 0.07 -1.08
H 2.48 1.20 0.13
C 3.04 2.68 -1.30
H -0.03 1.93 0.08
H 1.02 -0.18 0.16
C -0.74 -1.52 0.45
C -1.11 -2.61 1.35
C -1.61 -0.89 -0.39
```

Output
charge	+1
E_LUMO (alpha / beta)	-0.1633 / -0.3059	hartree
multiplicity	2
frontier orbital gap (alpha / beta)	0.3488 / 0.2061	Ha
HOMO (alpha / beta)	-0.512 / -0.512	hartree
molecular weight	136.238	g mol⁻¹

These are the Löwdin partial charges, in e, on atoms 1 to 6:
1. H 0.034
2. H 0.050
3. C -0.038
4. C 0.036
5. H 0.136
6. C -0.119



Arrangement x

Computed, not measured: a cluster of 2 separate species, C10H16 in total, with ωB97M-V/def2-TZVPD.

```
26
Properties=species:S:1:pos:R:3
H -1.81 -0.13 -1.29
H 1.72 -0.74 -1.62
C -1.42 1.35 -3.02
H -0.47 -1.10 3.78
H 2.40 0.93 1.54
C 0.24 -1.54 0.60
H -3.26 0.65 -1.89
H -0.42 0.99 -3.42
C -2.26 0.20 -2.32
C 1.36 -0.78 0.53
C 1.66 0.17 1.60
H -2.01 3.48 -2.61
C -0.53 -1.46 1.77
H 2.88 -1.78 -0.81
H -1.71 2.38 -1.04
H 1.24 0.64 3.69
H -1.84 1.59 -4.00
H -0.32 2.79 -2.08
H -1.28 -2.12 1.90
C 2.31 -0.76 -0.69
H 0.13 -2.25 -0.28
C -0.13 -0.71 2.82
H 2.95 0.05 -0.75
C -1.41 2.58 -2.07
H -2.79 -0.27 -3.13
C 0.95 0.12 2.79
```

Output
charge	+1
E_LUMO (alpha / beta)	-0.1607 / -0.3138	hartree
multiplicity	2
frontier orbital gap (alpha / beta)	0.3208 / 0.1677	Ha
HOMO (alpha / beta)	-0.482 / -0.481	hartree
molecular weight	136.238	g mol⁻¹

These are the Löwdin partial charges, in e, on atoms 1 to 6:
1. H 0.076
2. H 0.100
3. C -0.337
4. H 0.155
5. H 0.128
6. C 0.010



Ranked by calculated energy, most stable first: arrangement w, arrangement x.